Record 1
Here is a 5-piece molecular cluster, C25H59NO9P2 overall in a non-equilibrium geometry from the Open Molecules 2025 dataset. Energies are from the ωB97M-V functional and the def2-TZVPD basis.

Values from the calculation:
- E_HOMO (eV) = -7.967
- charge = 0
- SMILES string = CCOC[C@@H]1C[C@@](P(C)C)(P(=O)(O)O)C(=O)N1.CCOCC.CCOCC.CCOCC.CCOCC
- LUMO (eV) = 0.236
- E_tot (eV) = -65374.665
- Kohn-Sham gap (eV) = 8.20

Geometry as XYZ:
```
96
Properties=species:S:1:pos:R:3:forces:R:3
C 5.960315 0.338914 1.059286 -0.791 -0.642 -0.814
C 4.977165 -0.229702 -0.107486 1.914 -0.026 0.705
O 3.951523 -1.021755 0.527981 -0.790 1.217 -1.498
C 2.854400 -1.276736 -0.401543 -0.397 -0.883 0.531
C 1.495915 -1.163727 0.416546 0.700 -1.966 1.356
C 0.108327 -1.399272 -0.392166 0.814 1.027 0.544
C -0.827938 -0.321844 0.384261 -0.711 -0.457 -0.797
P -2.218805 0.523255 -0.586617 -0.157 0.336 -1.819
C -2.841013 2.094288 0.284560 -0.073 -0.217 0.804
C -3.762986 -0.578902 -0.707826 -0.832 0.119 0.917
P -1.459344 -1.276889 1.875754 1.998 -0.258 4.099
O -0.415878 -1.603446 2.933848 -2.054 0.729 -2.456
O -2.179766 -2.773129 1.418389 -0.222 3.059 0.588
O -2.620210 -0.263315 2.645548 0.604 -2.441 -2.141
C 0.280066 0.808859 0.573062 1.915 0.716 1.718
O 0.317195 1.997564 0.238896 -0.860 -3.012 0.822
N 1.379584 0.101947 1.226562 -1.712 0.736 -3.052
H 7.054292 0.157544 0.791092 -1.489 0.520 0.244
H 5.717293 1.439418 1.204233 0.583 -1.471 0.216
H 5.749292 -0.292399 1.976471 0.182 1.065 -0.910
H 5.611065 -0.934474 -0.749210 -0.977 1.084 0.396
H 4.560008 0.644879 -0.719879 0.424 -1.350 0.749
H 2.914256 -0.596702 -1.311777 -0.168 -0.782 1.110
H 2.962005 -2.382456 -0.689896 -0.320 1.565 -0.100
H 1.543857 -2.024486 1.172346 0.055 1.218 -0.938
H -0.265032 -2.456327 -0.237304 0.514 1.267 -0.471
H 0.288690 -1.137928 -1.489503 -0.699 -0.316 1.405
H -3.046807 2.842294 -0.553750 0.158 -1.096 1.248
H -3.769252 1.830554 0.881601 0.943 0.596 -0.777
H -2.083935 2.543558 1.002703 -0.859 -0.652 -1.054
H -4.664895 0.123621 -0.604243 1.244 -0.923 -0.213
H -3.864589 -1.116053 -1.698331 0.405 0.620 1.207
H -3.858613 -1.332266 0.134829 0.048 0.682 -1.075
H -2.852836 -2.911035 2.125094 0.579 -0.266 -0.578
H -3.498844 -0.568835 2.335037 0.295 0.626 0.238
H 2.230183 0.673020 1.282300 -0.317 -0.422 -0.197
C -9.723995 -0.412885 0.444469 -0.093 0.093 -0.168
C -8.508914 0.260261 1.057915 -0.040 -0.044 -0.037
O -7.608142 0.793579 0.096832 0.221 -0.082 0.016
C -8.124989 1.798396 -0.763741 -0.016 0.091 0.022
C -8.612238 3.036234 -0.030826 -0.115 -0.036 0.181
H -9.418057 -1.186383 -0.264229 0.012 0.014 0.092
H -10.338355 -0.870735 1.222680 0.056 0.016 -0.029
H -10.349845 0.299567 -0.098235 -0.022 -0.033 0.088
H -7.945217 -0.483125 1.627110 0.132 0.116 -0.132
H -8.805992 1.036000 1.770875 -0.080 0.023 -0.020
H -8.910956 1.383439 -1.403074 -0.073 0.028 0.036
H -7.305877 2.083621 -1.427485 0.067 -0.177 0.099
H -9.465988 2.814099 0.613774 -0.012 0.048 -0.083
H -8.923540 3.803124 -0.743534 0.043 -0.054 0.024
H -7.821181 3.444192 0.603112 -0.009 -0.011 -0.092
C 2.931252 3.001504 4.251426 0.073 0.170 0.094
C 3.736419 1.730513 4.457872 -0.049 0.046 -0.051
O 5.139929 1.917383 4.326265 0.114 -0.070 -0.142
C 5.744857 2.823853 5.235803 -0.015 -0.051 0.050
C 5.591412 2.419047 6.691722 -0.193 -0.062 0.072
H 3.168089 3.454246 3.285158 -0.043 -0.069 0.021
H 1.861678 2.783550 4.285928 0.064 -0.025 -0.028
H 3.145059 3.745457 5.022805 -0.076 -0.042 -0.002
H 3.450674 1.004990 3.691888 0.215 -0.015 0.044
H 3.504100 1.269184 5.422818 -0.041 0.050 0.032
H 5.369769 3.838688 5.066899 -0.060 0.023 0.076
H 6.808231 2.842543 4.987269 -0.091 -0.105 -0.159
H 4.545110 2.430704 7.005993 0.060 0.065 0.023
H 6.141273 3.106634 7.338415 -0.008 -0.037 -0.056
H 5.969524 1.406326 6.851175 0.034 0.078 -0.031
C -2.724504 -4.768914 -3.017242 -0.071 0.035 -0.194
C -3.773861 -5.112101 -1.974441 0.054 0.042 -0.012
O -4.942492 -4.307704 -2.057122 -0.035 0.126 0.161
C -5.673016 -4.376140 -3.272867 -0.037 -0.068 -0.007
C -6.195199 -5.766223 -3.592239 0.138 -0.165 0.026
H -2.464092 -3.708516 -2.966161 0.009 -0.063 0.058
H -1.821391 -5.361897 -2.857285 -0.049 0.036 0.020
H -3.080332 -4.970278 -4.030532 0.065 -0.052 0.042
H -3.352047 -4.938833 -0.981196 -0.199 0.101 -0.020
H -4.039794 -6.173200 -2.017136 0.024 -0.031 -0.085
H -5.073347 -3.980532 -4.099254 0.026 -0.074 -0.051
H -6.523032 -3.700253 -3.157290 0.131 0.043 0.167
H -5.380815 -6.473799 -3.764967 -0.052 0.033 -0.073
H -6.813351 -5.743499 -4.492508 0.025 0.025 0.061
H -6.793451 -6.152140 -2.763273 -0.007 0.073 -0.056
C 9.054249 2.121253 -4.881446 0.100 0.101 0.162
C 7.666208 1.558842 -4.629853 0.062 -0.015 -0.006
O 7.540736 0.890279 -3.382513 -0.056 -0.174 -0.011
C 7.780908 1.672360 -2.221794 -0.083 0.056 0.008
C 6.831917 2.849662 -2.074917 -0.012 0.115 -0.162
H 9.809291 1.336619 -4.790007 -0.073 0.016 -0.054
H 9.113809 2.552956 -5.882886 -0.017 -0.044 0.043
H 9.308627 2.905699 -4.164632 -0.024 0.019 -0.090
H 7.442779 0.816039 -5.399521 -0.049 -0.075 0.206
H 6.902779 2.338227 -4.721042 0.041 0.080 0.007
H 8.825253 2.000292 -2.194382 -0.007 0.091 -0.010
H 7.642294 1.005457 -1.368430 0.016 -0.128 -0.179
H 6.960891 3.575069 -2.881707 0.021 0.020 0.089
H 7.009349 3.367469 -1.129572 -0.006 -0.061 -0.037
H 5.792854 2.511762 -2.101731 0.062 -0.014 0.048
```
Forces are in eV/Å.

=====

Record 2
Here is a 2-piece molecular cluster, C3H7IN overall in a non-equilibrium geometry from the Open Molecules 2025 dataset. Energies are from the ωB97M-V functional and the def2-TZVPD basis.

Values from the calculation:
- E_HOMO (eV) = -12.870
- charge = +1
- LUMO (eV) = -5.050
- E_tot (eV) = -12805.122
- Kohn-Sham gap (eV) = 7.82

Geometry as XYZ:
```
12
Properties=species:S:1:pos:R:3:forces:R:3
C 1.988378 0.892979 -0.010332 -3.207 0.445 1.502
C 0.563569 1.377571 0.355335 2.100 -0.478 -1.199
C 0.202419 -1.136503 0.424270 1.872 -2.102 2.221
N 0.735686 0.161245 0.344145 0.841 0.686 0.451
I -4.306291 -0.193702 -0.517586 0.078 -0.063 -0.257
H 2.175646 0.765669 -1.019382 1.007 0.225 -1.737
H 2.678220 0.987467 0.776093 1.122 -0.109 0.497
H -0.182346 2.107078 0.365897 -1.133 1.034 0.338
H 1.100592 -1.841913 0.420393 -1.382 0.807 0.074
H -0.335701 -1.244789 1.392865 0.065 -0.036 -0.940
H -0.354190 -1.299202 -0.441078 -1.357 -0.477 -1.218
H -4.265978 -0.575897 -2.090618 -0.006 0.069 0.269
```
Forces are in eV/Å.

=====

> charge of number 2 (C3H7IN)?

+1